19
Properties=species:S:1:pos:R:3:forces:R:3 method="wB97M-V/def2-TZVPD" charge=+1 relative_energy_ev=3.920 e_tot_ha=-327.315517 e_lumo_ha=-0.2066
C 2.0533 -2.2253 1.2322 -3.02 1.30 -1.66
C 1.5287 -2.1229 -0.3484 2.88 1.88 2.29
C 1.1243 -0.6861 -0.7796 -0.85 -2.24 0.45
C 0.1544 0.0332 -0.1923 -0.60 0.39 2.82
N -0.2412 1.2254 -0.8276 2.72 -2.44 -0.77
C -1.0275 2.1969 -0.6986 0.35 1.31 2.69
H 3.1262 -2.1797 1.4772 -0.49 -0.23 -0.82
H 1.5321 -3.1249 1.5842 0.44 0.56 0.63
H 1.5705 -1.2598 1.5133 0.50 -1.10 1.33
H 0.7836 -2.7780 -0.6756 -1.53 -1.06 0.20
H 2.4264 -2.5300 -0.7448 0.66 0.44 -1.78
H 1.3844 -0.4323 -1.7902 0.49 0.50 -0.35
H -0.4148 -0.1018 0.7727 1.09 -0.46 -1.06
H 0.4539 1.2880 -1.5511 -0.64 0.11 -1.95
H -1.1439 2.5914 0.3829 -1.45 -0.72 -2.07
H -1.1630 2.5874 -1.6806 -0.55 1.85 0.07
H -3.6992 1.8473 1.0120 -0.13 1.47 0.22
H -4.6209 2.8386 0.3869 -0.33 0.46 -0.11
O -3.8274 2.8325 0.9273 0.46 -2.02 -0.13

***

91
Properties=species:S:1:pos:R:3:forces:R:3 method="wB97M-V/def2-TZVPD" charge=+1 e_tot_ha=-2144.866571 e_lumo_ha=-0.0719
C -4.0589 2.2121 -7.2694 0.00 0.05 0.05
C -4.1678 0.9023 -8.0651 0.10 -0.03 -0.05
C -3.7258 -0.3292 -7.2743 0.04 0.04 0.00
C -2.2146 -0.3402 -7.0305 -0.07 0.04 0.07
C -1.6904 -1.3358 -5.9740 -0.01 -0.02 0.01
C -2.5447 -2.5915 -5.7356 0.11 -0.07 -0.02
C -3.5596 -2.4451 -4.5909 -0.09 0.04 -0.02
C -3.0429 -2.9605 -3.2379 0.08 0.12 0.03
C -3.2885 -2.0052 -2.0699 -0.11 0.05 -0.05
C -2.5457 -2.4254 -0.7903 -0.07 -0.04 0.00
C -1.3182 -1.5525 -0.4696 0.08 0.11 -0.07
C -1.6756 -0.4510 0.5310 -0.04 0.04 -0.04
N -0.6053 0.0823 1.4785 0.00 -0.03 -0.10
C -1.3600 0.8286 2.5377 -0.31 0.22 -0.07
C 0.1190 -1.0566 2.1411 -0.02 -0.08 0.00
N 0.8381 -0.5877 3.2941 0.19 0.23 -0.05
C 0.3028 1.0949 0.8038 0.04 0.09 0.01
C 1.2164 0.6675 -0.3412 -0.02 -0.01 0.03
C 2.5447 -0.0274 0.0276 0.01 0.12 -0.14
C 2.8689 -1.2284 -0.8528 -0.17 0.01 -0.16
H -3.8936 2.0144 -6.2061 -0.04 0.00 -0.02
H -3.2381 2.8444 -7.6100 0.01 -0.05 0.01
H -4.9712 2.8043 -7.3473 0.03 0.00 -0.01
H -5.1946 0.7600 -8.4064 0.01 -0.02 0.03
H -3.5503 0.9660 -8.9666 -0.09 0.01 -0.02
H -4.2677 -0.3512 -6.3232 -0.01 0.00 -0.05
H -4.0134 -1.2269 -7.8274 -0.03 -0.01 0.07
H -1.9115 0.6688 -6.7338 0.07 -0.04 -0.05
H -1.7193 -0.5364 -7.9861 -0.04 0.02 0.00
H -1.5734 -0.8124 -5.0171 0.00 -0.05 0.01
H -0.6862 -1.6472 -6.2709 0.01 0.08 0.03
H -3.0559 -2.8844 -6.6543 0.05 0.06 -0.02
H -1.8724 -3.4210 -5.4955 -0.10 -0.03 -0.03
H -3.8311 -1.3903 -4.4798 0.00 -0.05 -0.07
H -4.4825 -2.9659 -4.8541 -0.01 0.02 0.06
H -3.5229 -3.9152 -3.0052 0.18 -0.05 0.02
H -1.9645 -3.1504 -3.3021 -0.04 -0.01 -0.03
H -2.9703 -0.9981 -2.3670 -0.04 -0.02 0.03
H -4.3629 -1.9382 -1.8815 0.03 0.02 -0.01
H -2.2071 -3.4587 -0.8956 -0.09 0.01 0.00
H -3.2384 -2.4130 0.0547 0.09 -0.07 0.05
H -0.4956 -2.1687 -0.1125 -0.06 -0.06 0.12
H -0.9753 -1.1020 -1.4023 0.09 -0.04 0.03
H -2.0556 0.4324 0.0159 -0.04 -0.03 0.03
H -2.4672 -0.7988 1.1954 0.05 -0.06 -0.01
H -0.6941 1.4870 3.0839 0.03 -0.11 0.04
H -1.8167 0.1079 3.2114 0.03 0.02 0.00
H -2.1408 1.4079 2.0469 0.04 0.03 0.05
H -0.6737 -1.7355 2.4673 0.10 -0.08 -0.05
H 0.7123 -1.5594 1.3785 0.09 0.11 -0.09
H 1.4974 0.1516 3.0666 0.13 -0.04 -0.08
H 1.4186 -1.3271 3.6721 -0.14 -0.12 0.11
H 0.8926 1.5521 1.5999 0.04 -0.05 -0.03
H -0.3916 1.8589 0.4508 0.02 -0.01 0.01
H 0.6752 0.0948 -1.0933 -0.07 -0.04 0.06
H 1.4483 1.6194 -0.8252 0.00 -0.06 -0.09
H 2.5483 -0.3112 1.0770 0.00 -0.07 0.12
H 3.3481 0.7030 -0.0845 0.00 -0.03 0.17
H 2.0868 -1.9924 -0.8036 0.05 -0.01 0.05
H 2.9495 -0.9268 -1.8996 -0.01 -0.01 0.03
H 3.8196 -1.6869 -0.5792 -0.04 0.00 0.05
C 6.3640 -1.4324 2.9967 0.02 -0.09 0.15
C 5.0983 -2.2318 3.2434 -0.03 0.15 -0.08
O 4.1496 -1.2079 3.5392 -0.14 -0.06 -0.22
C 4.5832 -0.0451 2.9754 0.07 -0.11 0.14
O 3.9063 0.9305 2.8720 -0.15 0.02 0.05
O 5.8327 -0.1780 2.5359 0.08 0.02 -0.15
F 5.1867 -3.0622 4.2992 0.05 0.03 0.11
H 6.9014 -1.2625 3.9310 -0.03 -0.07 -0.07
H 7.0203 -1.8478 2.2399 -0.06 0.02 -0.09
H 4.7377 -2.8024 2.3846 0.01 -0.06 0.04
C 6.6075 3.4237 4.4189 0.04 0.00 0.11
C 7.8555 3.6823 5.2484 0.00 -0.07 -0.08
O 8.0829 2.4199 5.8558 0.18 -0.02 -0.07
C 7.5048 1.4630 5.0963 -0.09 0.16 0.01
O 7.6712 0.2942 5.2199 0.05 -0.05 0.13
O 6.7105 2.0210 4.1609 -0.11 0.07 -0.04
F 7.6553 4.6089 6.2081 -0.09 -0.03 0.06
H 5.7173 3.6181 5.0190 0.00 0.06 -0.01
H 6.5637 3.9702 3.4829 0.06 -0.06 -0.04
H 8.7414 3.9585 4.6746 0.00 0.08 0.04
C -4.0573 3.1053 6.2421 -0.09 -0.03 0.03
C -4.1210 1.6056 6.4763 0.05 0.05 -0.08
O -4.6863 1.1348 5.2637 0.14 -0.16 -0.07
C -4.4414 2.0403 4.2838 -0.05 0.09 0.19
O -4.6065 1.8457 3.1253 0.11 -0.07 -0.10
O -3.9526 3.1800 4.8152 0.01 0.06 -0.03
F -4.9259 1.2698 7.5029 -0.10 0.05 -0.01
H -4.9903 3.5706 6.5624 0.02 0.00 0.05
H -3.2074 3.5987 6.7013 0.05 -0.02 -0.06
H -3.1524 1.1230 6.6229 -0.03 -0.02 0.08

***

17
Properties=species:S:1:pos:R:3:forces:R:3 method="wB97M-V/def2-TZVPD" charge=0 relative_energy_ev=1.175 e_tot_ha=-251.819345 e_lumo_ha=0.0445 smiles=CC[C@H]1CN1C
C -0.7151 -1.0861 2.1368 0.00 0.01 0.06
C -0.7038 -1.0635 0.6091 0.00 -0.02 -0.03
C 0.0079 0.1488 0.0532 -0.15 0.01 0.15
C 1.4105 0.1212 -0.4365 0.26 0.00 0.08
N 0.2956 0.1642 -1.3662 -0.05 0.01 -0.06
C 0.0844 1.4254 -2.0528 -0.03 0.14 -0.08
H 0.3010 -1.1455 2.5435 -0.13 0.02 -0.07
H -1.1813 -0.1784 2.5388 0.07 -0.13 -0.06
H -1.2801 -1.9438 2.5168 0.10 0.12 -0.07
H -0.2284 -1.9704 0.2160 -0.05 0.16 0.02
H -1.7335 -1.0638 0.2285 0.12 0.01 0.06
H -0.3085 1.1014 0.4904 0.03 -0.12 -0.10
H 1.9818 -0.8050 -0.4182 -0.11 0.12 0.01
H 2.0036 1.0297 -0.3183 -0.10 -0.14 -0.03
H -0.9798 1.5371 -2.2856 0.15 -0.03 0.02
H 0.6431 1.4264 -2.9945 -0.07 0.00 0.14
H 0.4025 2.3023 -1.4610 -0.04 -0.15 -0.04

***

71
Properties=species:S:1:pos:R:3:forces:R:3 method="wB97M-V/def2-TZVPD" spin_multiplicity=3 charge=+3 relative_energy_ev=6.906 e_tot_ha=-2244.178433 e_lumo_ha="-0.4154 / -0.4793"
Au 0.2295 -0.8149 -2.1076 -1.01 -0.43 2.21
P -1.5789 -1.7605 -0.2187 -3.42 -1.22 1.43
P 1.1733 -1.0136 1.0836 1.44 0.37 3.75
P 2.0722 -2.2085 -2.4305 1.02 -0.56 -0.81
H 1.7400 1.3096 -2.8704 -0.51 0.39 -0.69
C 1.5952 0.6865 -3.7628 0.17 1.61 -1.73
C 0.3703 0.0841 -4.0729 -0.39 -0.08 -1.44
H -0.5538 0.7012 -4.2390 0.56 -0.42 1.24
C -2.8077 -0.7600 0.8046 0.37 0.62 0.19
C -1.5586 -3.2813 0.9170 0.98 0.17 -0.19
C -2.8776 -2.3301 -1.4411 0.79 0.01 -0.92
C 2.5983 0.1245 1.4326 0.42 0.84 -1.07
C 0.2243 -0.4506 2.5897 -1.03 0.16 -0.27
C 1.9851 -2.5254 1.8457 -0.17 -1.03 -0.96
C 1.5556 -2.7374 -4.0957 0.21 0.18 -0.11
C 2.4640 -3.7621 -1.5956 -0.09 0.00 0.74
C 3.5384 -1.0964 -2.2269 -0.35 0.06 0.11
H 2.3936 0.8495 -4.5631 -0.46 -1.35 1.32
H 0.3269 -0.7970 -4.7648 0.01 2.04 -0.02
H -3.0984 0.1735 0.3104 0.27 -0.31 0.22
H -2.4402 -0.5241 1.8136 -0.22 -0.09 -0.49
H -3.7349 -1.3455 0.9254 0.57 -0.18 -0.18
H -1.1773 -3.0374 1.9283 -0.03 -0.04 -0.61
H -0.9436 -4.0776 0.4659 -0.20 0.24 0.28
H -2.5793 -3.6786 1.0583 0.27 0.47 -0.38
H -3.0911 -1.4695 -2.1017 0.02 -0.53 0.06
H -3.8280 -2.6505 -0.9798 0.61 0.25 0.25
H -2.4875 -3.1883 -2.0190 -0.21 0.51 0.02
H 3.3779 -0.4249 1.9868 -0.39 0.25 -0.37
H 2.2654 0.9673 2.0550 0.09 -0.23 -0.44
H 3.0109 0.5251 0.5007 0.26 0.07 0.28
H 0.3000 -1.2045 3.3877 -0.16 0.18 -0.43
H -0.8229 -0.2557 2.3475 0.26 -0.07 0.35
H 0.6287 0.4994 2.9696 -0.09 -0.41 -0.35
H 3.0645 -2.3181 1.9479 -0.58 -0.21 -0.18
H 1.8563 -3.4108 1.1951 0.07 0.23 0.62
H 1.5659 -2.7238 2.8516 0.10 0.10 -0.73
H 2.3343 -3.1665 -4.7350 -0.08 -0.22 0.34
H 1.1646 -1.8573 -4.5990 0.65 -0.99 -0.13
H 0.6974 -3.4192 -3.9400 0.56 0.05 -0.13
H 2.9289 -4.4655 -2.3165 -0.28 0.42 0.34
H 1.5374 -4.1865 -1.1845 0.27 -0.16 -0.25
H 3.1485 -3.5785 -0.7508 -0.17 -0.13 -0.40
H 4.4332 -1.4701 -2.7692 -0.53 0.22 0.36
H 3.7278 -1.0256 -1.1264 0.03 -0.26 -0.86
H 3.2651 -0.0724 -2.5573 0.53 -0.77 0.10
C -2.9005 2.9693 -0.3963 -0.79 2.97 2.28
C -1.9021 4.1089 -0.5406 -1.58 -0.34 0.03
C -0.5420 3.5498 -0.4185 0.72 0.04 -1.85
C -0.2408 2.3293 -1.0000 0.82 1.27 0.88
C -1.3267 1.5974 -1.5703 -1.60 -1.17 0.52
C -2.6225 1.8310 -1.2075 0.27 -1.85 -1.75
O -3.7789 3.1213 0.4527 0.37 -1.40 -1.86
H -2.1909 4.7745 0.2865 0.55 0.10 -0.56
H -2.1397 4.6176 -1.5165 0.62 -0.34 0.59
H 0.1728 4.3242 -0.1433 0.39 -0.75 0.27
H 0.7649 1.8799 -0.9539 -0.38 0.53 -0.15
H -1.2179 0.6667 -2.2355 0.01 1.13 0.56
H -3.4228 1.1583 -1.5266 0.15 0.35 0.05
N 2.7522 2.6352 4.9121 -2.80 0.18 -1.35
C 1.6752 2.7576 4.4558 2.62 -0.15 1.20
C 0.3530 2.8836 3.8975 -0.04 0.15 -0.45
C -0.7737 2.5133 4.6496 0.05 -0.27 0.24
C -2.0356 2.5641 4.0778 0.18 0.14 -0.33
C -2.0984 3.0364 2.7685 -0.56 -0.10 0.49
N -1.0389 3.3820 2.0481 0.31 -0.06 -0.29
C 0.1789 3.3154 2.5655 -0.17 -0.39 0.93
H -0.6380 2.1600 5.6667 0.03 0.09 -0.05
H -2.9682 2.2578 4.5702 0.66 0.23 0.01
H -3.0710 3.1413 2.2954 0.26 0.00 0.05
H 1.0177 3.5931 1.9136 -0.22 -0.08 0.46

***

50
Properties=species:S:1:pos:R:3:forces:R:3 method="wB97M-V/def2-TZVPD" charge=0 relative_energy_ev=0.000 e_tot_ha=-1394.015979 e_lumo_ha=0.0225 smiles="CC(C)(C)NC(=O)CSc1nc2cccnc2n1C1CCCCC1"
C 4.7317 0.5109 -2.8936 -0.11 0.04 0.13
C 3.4862 0.9142 -2.1009 0.28 0.14 0.02
C 3.8531 1.9339 -1.0190 -0.01 -0.15 -0.11
C 2.4226 1.4880 -3.0360 0.16 -0.12 0.19
N 2.9048 -0.2725 -1.4759 -0.18 0.25 -0.37
C 3.5175 -1.0521 -0.5775 -0.47 -0.41 -0.04
O 4.6641 -0.9448 -0.1936 0.45 0.02 0.23
C 2.6124 -2.1750 -0.0587 -0.16 0.19 0.15
S 1.4389 -1.5936 1.2082 0.29 -0.16 0.28
C 0.1544 -0.9742 0.2187 0.08 -0.06 -0.38
N 0.2046 -0.8724 -1.0880 0.11 -0.23 0.04
C -1.0079 -0.3495 -1.4530 -0.54 0.13 0.46
C -1.5422 -0.0112 -2.6867 -0.01 -0.02 0.27
C -2.8269 0.5055 -2.6729 0.02 0.01 -0.09
C -3.5100 0.6637 -1.4688 -0.14 0.08 -0.18
N -3.0193 0.3522 -0.2791 0.17 -0.13 0.41
C -1.7936 -0.1431 -0.2915 -0.17 0.23 -1.16
N -1.0209 -0.5481 0.7674 0.46 -0.02 -0.17
C -1.3682 -0.5780 2.1738 -0.19 -0.05 0.42
C -2.3967 -1.6868 2.4648 -0.11 -0.02 -0.08
C -3.8120 -1.1237 2.5193 -0.06 -0.11 0.12
C -3.9560 -0.1504 3.6939 0.01 -0.05 -0.01
C -2.6618 0.6398 3.9277 -0.04 0.10 -0.10
C -1.8854 0.7925 2.6250 0.17 0.05 0.20
H 5.1710 1.3821 -3.3717 0.06 0.13 -0.09
H 5.4637 0.0682 -2.2243 0.08 -0.02 0.00
H 4.4723 -0.2176 -3.6586 -0.03 -0.06 -0.11
H 4.2802 2.8255 -1.4697 0.05 0.14 -0.06
H 2.9690 2.2165 -0.4506 -0.10 0.05 0.05
H 4.5813 1.4994 -0.3398 0.06 0.02 0.07
H 1.5263 1.7533 -2.4784 -0.13 0.06 0.06
H 2.1550 0.7591 -3.7978 -0.05 -0.09 -0.13
H 2.7994 2.3803 -3.5285 0.04 0.09 -0.05
H 1.9113 -0.4444 -1.6357 0.19 -0.09 0.09
H 2.0274 -2.6284 -0.8567 0.05 -0.07 -0.01
H 3.2242 -2.9193 0.4495 -0.03 0.08 -0.07
H -0.9854 -0.1458 -3.6009 0.06 -0.02 -0.09
H -3.3084 0.7901 -3.5952 -0.07 0.03 -0.06
H -4.5132 1.0667 -1.4542 -0.09 0.05 -0.12
H -0.4352 -0.8106 2.7010 -0.19 0.09 -0.03
H -2.3238 -2.4558 1.6932 0.09 -0.04 0.07
H -2.1552 -2.1552 3.4202 0.04 -0.07 0.03
H -4.0203 -0.6119 1.5795 -0.07 -0.07 0.07
H -4.5296 -1.9389 2.6239 -0.03 0.00 -0.06
H -4.2107 -0.6982 4.6031 -0.08 0.01 0.02
H -4.7775 0.5361 3.4848 -0.04 0.02 0.06
H -2.8945 1.6236 4.3367 0.07 -0.03 0.08
H -2.0305 0.1245 4.6546 0.03 0.03 0.10
H -2.5423 1.1996 1.8565 0.05 0.04 0.03
H -1.0442 1.4758 2.7555 0.00 0.02 -0.09

***

18
Properties=species:S:1:pos:R:3:forces:R:3 method="wB97M-V/def2-TZVPD" charge=0 relative_energy_ev=7.871 e_tot_ha=-741.088726 e_lumo_ha=-0.0747
C -0.7081 -1.1783 -0.4893 3.42 -1.82 1.43
N -0.1555 -1.0339 0.7980 -2.25 -1.04 -2.81
C 0.0642 0.3724 1.8235 2.19 3.99 2.30
N -0.5105 -0.1207 3.0445 0.35 -2.05 0.29
O 1.2029 0.9125 1.8139 -1.01 -1.33 0.23
C 0.2356 -0.9297 -1.6535 0.74 2.00 -1.18
C 0.9010 0.4725 -1.4819 0.92 0.20 -0.09
S -0.1100 1.9765 -1.5027 -0.67 0.08 0.47
H -1.0566 -0.2535 0.0574 -0.94 1.18 0.17
H -1.5116 -1.8943 -0.5704 -0.51 0.02 -0.19
H -0.6005 1.0812 1.3192 -1.00 -0.55 -1.16
H -1.0191 0.4178 3.7227 0.30 0.86 -0.44
H -0.9596 -1.0158 2.9304 0.00 0.10 -0.03
H -0.1753 -0.9791 -2.6735 -0.59 -0.01 0.53
H 1.1135 -1.5873 -1.7383 -0.52 -0.41 0.77
H 1.7207 0.6646 -2.1715 -0.18 -0.42 -0.45
H 1.4370 0.5546 -0.5339 -0.38 -0.30 0.28
H 0.1319 2.5405 -2.6948 0.11 -0.48 -0.14